Version 1
17
Properties=species:S:1:pos:R:3 method="wB97M-V/def2-TZVPD" orbital_gap_ev=9.46 e_lumo_ev=0.5 smiles="C#C/C(=N/C)N(C)N" homo_energy_ev=-8.92
N -0.902 1.652 0.571
N 0.790 -1.356 -0.032
N 0.261 0.855 0.320
C -0.068 -0.371 -0.120
C -2.651 -1.067 -0.254
C 2.178 -1.143 0.334
C -1.470 -0.814 -0.220
C 1.017 1.501 -0.807
H -3.869 -0.991 0.031
H 1.695 0.637 -1.212
H 1.764 2.350 -0.231
H -0.876 1.552 1.718
H -1.768 0.965 0.205
H 2.499 -1.813 1.107
H 0.237 2.010 -1.251
H 2.933 -1.389 -0.561
H 2.306 -0.011 0.585


Version 2
17
Properties=species:S:1:pos:R:3 method="wB97M-V/def2-TZVPD" orbital_gap_ev=9.09 e_lumo_ev=0.4 homo_energy_ev=-8.72
N -2.422 0.852 0.280
N -3.115 -0.193 -0.649
N 2.126 -0.656 -0.169
C 3.557 -0.265 -0.040
C -2.972 -1.307 0.166
C -0.910 1.107 0.003
C -0.184 0.022 -0.161
C 1.160 0.294 -0.165
H -0.725 2.193 -0.092
H 4.179 -0.623 0.812
H -3.588 -2.205 -0.500
H 1.360 1.296 0.180
H -2.823 1.598 -0.335
H 3.794 -0.322 -1.059
H -2.410 -1.435 1.566
H -0.504 -1.161 0.029
H 3.475 0.806 0.134


Decreasing stability: version 1, version 2


Version 1
17
Properties=species:S:1:pos:R:3 method="wB97M-V/def2-TZVPD" orbital_gap_ev=9.51 e_lumo_ev=1.0 homo_energy_ev=-8.54
N -0.271 1.553 0.038
N 1.023 -0.591 1.195
N -1.377 1.125 0.814
C 0.072 0.589 -0.737
C 1.290 -0.145 -1.183
C -1.381 -0.224 0.872
C 0.435 -1.426 -1.163
C -0.094 -0.748 0.147
H 1.847 0.017 -2.252
H 0.990 -2.430 -0.970
H -0.461 2.444 -0.491
H 1.922 -0.322 -0.166
H -0.593 -1.460 -1.739
H -0.814 0.303 -1.329
H 1.056 0.481 1.409
H 0.806 -1.211 2.222
H -2.316 -0.708 1.380


Version 2
17
Properties=species:S:1:pos:R:3 method="wB97M-V/def2-TZVPD" orbital_gap_ev=9.47 e_lumo_ev=1.0 smiles="C[C@@]12C=NN[C@@H]1CN2" homo_energy_ev=-8.46
N 0.622 1.054 -0.870
N -1.299 -1.528 -0.417
N -1.849 -0.334 0.204
C -0.704 0.491 0.759
C 1.858 -0.686 0.475
C -0.501 1.696 -0.182
C -0.074 -1.427 -0.546
C 0.521 -0.147 0.066
H 2.242 -0.602 -0.642
H -2.897 -0.490 0.739
H 0.284 -2.431 -1.065
H -0.806 0.663 1.823
H 2.431 0.139 1.002
H -1.307 1.642 -0.803
H 0.087 0.811 -1.923
H -0.512 2.741 0.190
H 1.903 -1.593 1.190


Version 3
17
Properties=species:S:1:pos:R:3 method="wB97M-V/def2-TZVPD" orbital_gap_ev=9.90 e_lumo_ev=0.8 smiles=CCn1nncc1C homo_energy_ev=-9.09
N -0.232 0.983 2.436
N -0.062 0.342 1.295
N 0.867 1.482 2.811
C -1.337 -0.385 0.677
C 1.748 -0.160 -0.372
C 1.209 0.425 0.822
C 1.784 1.155 1.874
C -1.768 0.067 -0.687
H 1.393 0.461 -1.118
H -1.420 -0.613 -1.381
H 2.890 -0.095 -0.405
H -1.174 -1.442 0.635
H -1.513 1.067 -0.715
H -1.986 -0.242 1.507
H 1.389 -1.190 -0.493
H -2.798 0.154 -0.617
H 2.899 1.476 1.960


Version 4
17
Properties=species:S:1:pos:R:3 method="wB97M-V/def2-TZVPD" orbital_gap_ev=8.60 e_lumo_ev=0.7 homo_energy_ev=-7.90
N -1.962 -1.176 -0.156
N 2.613 -0.171 0.174
N 0.863 0.976 -0.498
C 1.369 -0.140 -0.011
C -1.359 1.380 0.770
C -0.687 -0.668 -0.341
C -0.583 0.883 -0.531
C 0.472 -1.163 0.245
H 0.595 -2.238 0.725
H -0.496 0.979 1.479
H -2.353 0.619 1.168
H -1.014 1.355 -1.392
H 1.359 1.796 -0.425
H -2.011 -2.231 0.052
H 2.742 -1.125 0.788
H -1.790 2.542 0.696
H -2.899 -0.850 -0.514


Decreasing stability: version 3, version 4, version 2, version 1


Version 1
127
Properties=species:S:1:pos:R:3 method="wB97M-V/def2-TZVPD" orbital_gap_ev="4.59 / 6.93" multiplicity=4 e_lumo_ev="3.9 / 3.9" charge=-2 homo_energy_ev="-0.66 / -3.01"
Tc 0.730 0.035 0.524
Ge -2.995 0.281 0.156
Cl 1.419 3.909 0.986
Cl 3.634 2.039 2.300
Cl 2.472 -0.763 3.940
Cl 4.395 -1.333 1.417
Cl 3.601 2.596 -0.868
Cl 1.936 -3.325 2.131
S -0.487 2.024 3.388
P -1.296 2.570 -1.254
Si 3.640 -0.345 -2.796
Si 2.339 -1.259 1.894
Si 2.080 -3.419 -1.774
Si 1.602 -1.037 -1.694
Si 0.202 -0.950 -3.660
Si 2.293 1.952 0.684
O -1.220 1.270 4.374
O -1.256 3.007 2.642
O 0.303 1.137 2.480
O -0.810 -1.284 1.055
N -2.283 3.933 -3.417
N -1.739 5.248 -1.417
N 0.056 4.339 -2.834
C -1.251 1.172 -0.243
C -2.596 -3.540 4.396
C 3.586 1.310 -3.730
C -2.655 5.035 -2.530
C -1.808 4.134 -0.457
C -2.464 -4.481 1.793
C 4.145 -1.507 -4.208
C -4.544 1.282 -0.629
C 0.873 4.287 4.171
C 3.727 5.008 6.578
C 1.510 2.234 5.243
C -2.395 2.633 -2.734
C -4.130 -5.422 5.095
C 1.832 4.964 4.915
C -3.423 0.332 2.053
C -1.837 -2.834 3.481
C 5.197 -0.342 -1.734
C 2.234 -4.310 -3.455
C -3.433 -1.506 -0.526
C 2.650 4.288 5.809
C -2.412 -5.082 0.414
C 0.255 -2.455 -4.807
C -1.110 -2.561 1.079
C 0.758 -4.518 -1.014
C -3.303 -4.695 4.070
C -1.649 -0.827 -3.353
C -0.987 -1.704 3.992
C -0.923 4.174 -3.897
C -1.785 -3.260 2.117
C 0.561 0.413 -4.932
C 0.248 3.093 -2.074
C 2.466 2.915 5.971
C 0.731 2.921 4.320
C -0.382 5.419 -1.948
C -3.198 -5.150 2.758
C 3.713 -3.851 -0.939
H 3.331 1.159 -4.779
H 1.255 -4.601 -3.838
H -4.192 -1.425 -1.308
H -0.042 -2.104 4.370
H 2.908 2.050 -3.309
H -0.939 5.092 -4.492
H 3.662 4.797 7.647
H -4.622 1.157 -1.710
H 4.551 -3.246 -1.286
H -3.535 -5.698 5.972
H -1.173 4.312 0.409
H -1.416 -5.461 0.176
H -4.552 -6.339 4.679
H -5.425 0.806 -0.187
H -2.574 -2.036 -0.914
H 6.059 -0.421 -2.406
H 1.063 -5.561 -1.160
H -4.962 -4.807 5.454
H 1.247 -2.699 -5.185
H -3.835 -2.083 0.310
H -0.156 -3.346 -4.329
H -0.366 6.350 -2.521
H 3.365 -1.652 -4.959
H 3.654 6.087 6.439
H 0.588 2.286 -2.721
H -3.428 2.495 -2.428
H -2.677 5.948 -3.130
H 2.773 -5.232 -3.211
H 1.023 3.252 -1.334
H -0.959 -3.097 0.146
H 4.994 -1.015 -4.695
H 3.938 -4.899 -1.166
H 4.594 1.736 -3.696
H 1.954 6.034 4.782
H -2.832 4.024 -0.089
H -1.112 1.676 0.731
H 4.479 -2.483 -3.859
H -3.657 4.850 -2.136
H -0.203 0.309 -5.711
H -2.053 -1.802 -3.083
H 5.293 0.571 -1.152
H -2.142 -0.511 -4.280
H -3.051 1.231 2.538
H -4.513 0.310 2.145
H -0.624 3.350 -4.544
H -1.912 -0.139 -2.554
H -1.482 -1.175 4.806
H -3.721 -6.059 2.470
H 0.318 5.499 -1.117
H -3.112 -5.917 0.346
H 0.613 -4.345 0.049
H -4.583 2.345 -0.378
H -2.672 -4.359 -0.363
H 0.518 1.431 -4.559
H 3.091 2.370 6.671
H 4.718 4.694 6.243
H 5.233 -1.172 -1.031
H -0.385 -2.209 -5.662
H 3.655 -3.742 0.142
H -2.615 -3.177 5.422
H -3.005 -0.531 2.569
H 1.366 1.170 5.371
H 0.239 4.810 3.470
H 1.534 0.284 -5.403
H -0.744 -0.976 3.228
H -0.199 -4.379 -1.525
H 2.773 -3.811 -4.251
H -2.138 1.832 -3.428


Version 2
127
Properties=species:S:1:pos:R:3 method="wB97M-V/def2-TZVPD" orbital_gap_ev="5.36 / 6.53" multiplicity=4 e_lumo_ev="4.0 / 3.4" charge=-2 homo_energy_ev="-1.37 / -3.13"
Tc 0.145 0.729 -0.461
Ge -2.056 -2.752 -0.276
Cl 3.620 -1.587 0.208
Cl 2.712 4.145 -1.197
Cl -0.394 4.815 -1.194
Cl 1.078 3.989 1.468
Cl 3.097 1.122 1.761
Cl 3.978 1.105 -1.336
S -0.219 0.363 3.043
P -2.072 1.750 0.017
Si 0.729 2.101 -4.595
Si -2.168 0.043 -4.056
Si 1.285 -1.428 -4.086
Si 0.099 0.351 -2.862
Si 0.952 3.217 -0.493
Si 2.520 0.198 -0.033
O -1.472 -0.362 3.175
O 0.332 -2.154 0.939
O -0.145 1.098 1.743
O 0.973 -0.366 3.370
N -3.613 3.533 1.538
N -4.459 3.062 -0.698
N -4.639 1.374 1.065
C 2.210 -5.195 -0.007
C -3.182 2.591 -1.241
C 0.719 2.584 4.367
C 0.523 3.782 5.032
C -1.759 3.187 5.464
C -2.257 -1.234 -5.487
C 1.424 -1.475 -6.002
C 2.754 -8.139 2.342
C -0.340 1.705 4.221
C 1.563 -4.237 0.838
C -4.243 4.064 0.338
C -4.409 2.426 2.045
C -3.965 -2.421 0.264
C -0.940 5.461 6.190
C 1.499 -4.546 2.237
C 0.589 -3.179 -3.779
C -2.251 -3.438 -2.147
C -3.391 0.673 0.761
C -1.779 -4.430 0.769
C 2.459 -4.877 -1.453
C -2.232 3.132 1.274
C 2.604 -6.418 0.494
C -1.567 1.987 4.795
C 0.975 -3.105 0.255
C -3.537 -0.566 -2.852
C 0.986 -3.555 3.239
C 2.419 -6.765 1.829
C -5.227 1.962 -0.129
C -2.992 1.567 -4.883
C 0.567 1.638 -6.459
C 3.102 -1.499 -3.542
C -0.368 3.664 -4.505
C 1.900 -5.790 2.680
C -0.635 -1.354 0.211
C -0.725 4.111 5.558
C 2.540 2.654 -4.397
H -1.633 -0.917 -6.324
H -3.614 4.861 -0.065
H -3.001 0.237 1.682
H -2.452 1.860 -5.784
H 0.467 -1.286 -6.489
H -2.644 3.448 -1.646
H -1.784 2.813 2.210
H -3.286 -3.755 -2.284
H -0.063 -3.313 3.068
H -3.085 -0.849 -1.900
H 1.524 -4.852 -2.014
H -4.531 -1.816 -0.444
H -1.167 3.647 -5.248
H 2.133 -0.734 -6.373
H 3.115 1.912 -3.843
H -0.325 -3.356 -4.347
H -4.281 0.206 -2.647
H -5.218 4.476 0.621
H 3.180 -1.673 -2.469
H 1.452 1.117 -6.822
H -1.174 -0.889 1.034
H -4.027 1.358 -5.166
H -1.803 -4.219 1.838
H -3.277 -1.354 -5.859
H -0.255 5.613 7.026
H -4.439 -3.403 0.318
H -2.594 -5.121 0.539
H 1.514 -2.606 3.172
H 3.259 -8.730 1.577
H 0.975 -2.973 -0.822
H -2.355 1.253 4.694
H -2.008 -2.698 -2.906
H -0.832 3.754 -3.527
H -5.340 1.181 -0.885
H -3.905 1.994 2.911
H 0.432 2.531 -7.072
H 3.602 -0.549 -3.734
H -5.383 2.823 2.355
H -0.755 6.250 5.459
H 3.397 -8.090 3.225
H 0.345 -3.312 -2.727
H -3.390 1.900 -2.059
H 1.770 -2.459 -6.322
H 3.077 -7.134 -0.173
H -1.899 -2.214 -5.169
H 3.110 -5.626 -1.905
H -1.609 -4.306 -2.286
H 1.095 -3.949 4.251
H 1.846 -8.677 2.630
H -3.607 -0.130 0.056
H 1.677 2.325 3.936
H -2.732 3.429 5.877
H 0.219 4.571 -4.662
H -1.962 5.563 6.555
H 1.308 -3.951 -4.061
H 1.334 4.498 5.101
H 2.930 -3.899 -1.551
H -0.291 0.984 -6.631
H 1.809 -6.030 3.736
H 3.038 2.822 -5.355
H 2.599 3.576 -3.823
H -1.696 4.007 0.914
H -2.998 2.431 -4.217
H -6.219 2.346 0.137
H -4.027 -1.959 1.249
H 3.665 -2.286 -4.051
H -0.837 -4.925 0.546
H -4.073 -1.439 -3.229


Decreasing stability: version 1, version 2